*P*
Computed, not measured: 2 unconnected molecules or ions with the total composition C4H12O, with the ωB97M-V functional and the def2-TZVPD basis.

The geometry in XYZ format:
```
17
Properties=species:S:1:pos:R:3:mulliken_charge:R:1
C -0.074 -0.803 2.753 -0.941
C -0.085 0.755 2.861 -0.738
H -0.653 -1.147 3.613 0.327
H 0.914 -1.247 2.626 0.315
H -0.654 -1.185 1.904 0.278
H 0.364 1.215 1.984 0.263
H -1.147 0.946 2.994 0.252
H 0.579 0.997 3.694 0.255
C 0.176 -0.424 -2.267 -0.203
O 1.146 -0.050 -1.262 -0.508
C -0.995 0.537 -2.297 -0.986
H 0.867 -0.403 -3.126 0.276
H -0.124 -1.454 -2.068 0.237
H 0.665 0.092 -0.448 0.262
H -0.732 1.588 -2.182 0.293
H -1.505 0.455 -3.259 0.315
H -1.700 0.201 -1.532 0.303
```

Output
Kohn-Sham gap	11.216	eV
structure (SMILES)	CCO.CC
lowest unoccupied orbital energy	0.0336	hartree
2S+1	1



*Q*
Computed, not measured: 2 unconnected molecules or ions with the total composition C4H12O, with the ωB97M-V functional and the def2-TZVPD basis.

The geometry in XYZ format:
```
17
Properties=species:S:1:pos:R:3:mulliken_charge:R:1
C -1.564 -0.470 -0.159 0.131
C -1.283 -0.415 1.382 -0.922
O -1.655 -1.839 -0.536 -0.547
H -2.437 0.080 -0.497 0.357
H -0.654 -0.070 -0.605 -0.233
H -1.383 -1.439 1.798 0.295
H -2.616 -2.032 -0.543 0.314
H -1.996 0.058 2.043 0.357
H -0.281 -0.054 1.637 0.263
C 1.524 1.282 -1.032 -0.985
C 1.941 0.193 -0.050 -0.640
H 0.638 1.888 -0.806 0.311
H 2.212 2.129 -1.116 0.329
H 1.295 0.876 -2.029 0.323
H 1.152 -0.300 0.488 0.111
H 2.617 0.616 0.707 0.291
H 2.490 -0.505 -0.681 0.244
```

Output
Kohn-Sham gap	11.220	eV
structure (SMILES)	CCO.CC
lowest unoccupied orbital energy	0.0361	hartree
2S+1	1



Stability summary - winner: *P*; margin: 26.1 kJ/mol.



*P*
Computed, not measured: 10 unconnected molecules or ions with the total composition C30H70N10O10, with the ωB97M-V functional and the def2-TZVPD basis.

The geometry in XYZ format:
```
120
Properties=species:S:1:pos:R:3:mulliken_charge:R:1
C -1.894 2.781 2.758 0.004
O -1.765 1.589 3.050 -0.563
N -2.584 3.332 1.768 0.361
C -3.610 2.587 1.120 -0.955
C -2.586 4.820 1.693 -0.953
H -1.243 3.543 3.214 0.279
H -3.616 1.498 1.147 -0.001
H -3.602 2.778 0.046 0.455
H -4.588 3.006 1.354 0.405
H -2.701 5.071 0.638 0.323
H -3.512 5.230 2.094 0.379
H -1.813 5.349 2.250 0.289
C -3.039 1.203 -4.504 -0.047
O -2.027 1.928 -4.379 -0.576
N -3.666 0.548 -3.498 0.256
C -4.936 -0.083 -3.847 -0.897
C -3.101 0.516 -2.130 -0.344
H -3.490 0.982 -5.484 0.314
H -5.620 0.053 -3.008 0.140
H -4.829 -1.162 -3.956 0.284
H -5.368 0.276 -4.781 0.462
H -3.055 -0.560 -1.960 -0.065
H -2.116 0.977 -2.197 -0.010
H -3.787 1.063 -1.483 0.455
C -4.117 -1.999 0.453 0.011
O -3.642 -2.980 -0.078 -0.647
N -5.277 -1.454 0.063 0.397
C -5.785 -0.296 0.752 -1.055
C -6.178 -2.120 -0.891 -1.110
H -3.640 -1.444 1.275 0.466
H -5.650 -0.393 1.829 0.352
H -6.794 -0.012 0.453 0.404
H -5.296 0.640 0.481 0.248
H -7.036 -2.613 -0.434 0.347
H -6.526 -1.355 -1.585 0.367
H -5.784 -2.893 -1.550 0.285
C 1.861 -2.183 -4.105 0.195
O 2.420 -3.312 -4.237 -0.647
N 0.561 -1.916 -4.264 0.226
C -0.096 -0.660 -3.924 -0.485
C -0.279 -2.992 -4.700 -1.133
H 2.401 -1.282 -3.776 0.294
H -0.913 -0.492 -4.626 0.230
H 0.610 0.169 -3.885 0.374
H -0.549 -0.786 -2.941 -0.038
H 0.222 -3.931 -4.931 0.342
H -0.843 -3.252 -3.804 0.235
H -1.029 -2.755 -5.455 0.416
C 3.680 6.310 -0.476 0.171
O 4.269 7.359 -0.283 -0.580
N 4.029 5.060 -0.049 0.133
C 3.245 3.828 -0.388 -0.845
C 5.175 4.704 0.738 -0.864
H 2.826 6.262 -1.169 0.286
H 3.887 3.125 -0.919 0.304
H 2.415 4.125 -1.028 0.301
H 2.912 3.325 0.520 0.091
H 6.029 4.380 0.144 0.188
H 5.361 5.639 1.266 0.417
H 4.929 4.035 1.562 0.184
C 4.513 2.637 3.977 0.216
O 4.508 3.814 4.225 -0.618
N 5.585 2.084 3.454 0.206
C 5.552 0.654 3.280 -0.620
C 6.832 2.800 3.131 -0.788
H 3.707 1.921 4.199 0.273
H 6.353 0.101 3.772 0.387
H 5.647 0.422 2.220 0.012
H 4.597 0.212 3.562 0.209
H 7.572 2.504 3.875 0.323
H 7.026 2.472 2.110 0.198
H 6.791 3.888 3.094 0.292
C 0.137 -6.010 -2.386 0.110
O -0.497 -7.006 -2.734 -0.620
N -0.378 -4.895 -1.856 0.195
C 0.437 -3.753 -1.364 -0.600
C -1.873 -4.755 -1.749 -0.670
H 1.232 -5.969 -2.489 0.363
H -0.022 -2.789 -1.579 -0.293
H 1.387 -3.710 -1.897 0.394
H 0.553 -3.785 -0.281 0.443
H -2.462 -5.580 -2.150 0.251
H -2.119 -4.593 -0.700 0.310
H -2.036 -3.830 -2.301 0.075
C -3.629 -4.345 5.646 0.151
O -4.344 -5.351 5.721 -0.600
N -3.621 -3.534 4.553 0.183
C -2.848 -2.333 4.472 -0.687
C -4.496 -3.771 3.386 -0.718
H -2.926 -3.992 6.417 0.288
H -3.578 -1.569 4.740 0.336
H -2.412 -2.146 3.491 -0.027
H -1.972 -2.392 5.118 0.350
H -3.868 -3.884 2.502 0.178
H -5.092 -4.683 3.419 0.288
H -5.168 -2.931 3.211 0.288
C 1.735 0.117 1.910 -0.216
O 2.684 0.933 1.946 -0.502
N 0.740 0.119 1.002 0.734
C -0.368 -0.805 1.167 -1.012
C 0.528 1.194 -0.013 0.274
H 1.640 -0.715 2.624 0.343
H -1.134 -0.465 1.864 0.293
H 0.050 -1.692 1.642 0.299
H -0.761 -1.190 0.226 0.184
H -0.348 1.843 -0.015 0.192
H 1.320 1.938 0.074 -0.697
H 0.762 0.765 -0.988 0.209
C 5.208 0.990 -2.653 0.120
O 4.131 1.221 -3.140 -0.541
N 5.348 0.650 -1.382 0.378
C 6.664 0.451 -0.732 -0.999
C 4.365 0.356 -0.399 -0.693
H 6.182 1.024 -3.167 0.254
H 6.876 1.363 -0.175 0.299
H 7.401 0.352 -1.529 0.338
H 6.839 -0.294 0.044 0.297
H 4.295 1.210 0.274 0.134
H 3.347 0.153 -0.731 -0.179
H 4.560 -0.585 0.115 0.560
```

Output
Kohn-Sham gap	8.970	eV
structure (SMILES)	CN(C)C=O.CN(C)C=O.CN(C)C=O.CN(C)C=O.CN(C)C=O.CN(C)C=O.CN(C)C=O.CN(C)C=O.CN(C)C=O.CN(C)C=O
lowest unoccupied orbital energy	-0.0054	hartree
2S+1	1



*Q*
Computed, not measured: 9 unconnected molecules or ions with the total composition C30H70N10O10, with the ωB97M-V functional and the def2-TZVPD basis.

The geometry in XYZ format:
```
120
Properties=species:S:1:pos:R:3:mulliken_charge:R:1
C 2.839 -1.006 -2.116 -1.824
O 1.705 -1.375 -1.737 0.249
N 3.131 -0.850 -3.395 0.393
C 4.429 -0.397 -3.812 -1.291
C 2.231 -0.996 -4.521 -0.972
H 3.712 -0.726 -1.508 1.738
H 5.154 -0.321 -3.002 0.461
H 4.371 0.572 -4.308 0.384
H 4.851 -1.112 -4.519 0.540
H 1.933 -0.032 -4.932 0.330
H 2.664 -1.614 -5.308 0.462
H 1.316 -1.475 -4.171 0.319
C 2.905 1.113 -0.739 -2.510
O 1.766 1.629 -0.788 -0.096
N 3.921 1.505 -1.477 0.569
C 5.240 0.912 -1.374 -1.085
C 3.751 2.487 -2.552 -0.876
H 3.280 0.388 0.000 1.432
H 6.054 1.559 -1.046 0.412
H 5.438 0.570 -2.390 0.345
H 5.384 0.019 -0.766 0.348
H 4.440 3.328 -2.477 0.483
H 3.931 2.203 -3.589 0.268
H 2.756 2.926 -2.629 0.183
C 1.203 5.069 1.939 0.146
O 0.126 5.633 1.928 -0.606
N 1.461 4.114 1.033 0.367
C 0.483 3.399 0.267 -0.699
C 2.837 3.731 0.749 -0.663
H 2.094 5.329 2.531 0.337
H 0.845 3.439 -0.761 0.268
H -0.512 3.841 0.210 0.390
H 0.322 2.428 0.736 0.384
H 2.976 2.651 0.696 0.083
H 3.184 4.272 -0.131 0.367
H 3.530 3.984 1.552 0.435
C -2.670 0.577 -2.748 -0.653
O -2.157 1.235 -1.815 -0.475
N -3.664 -0.367 -2.525 0.527
C -3.942 -0.800 -1.183 -0.928
C -4.127 -1.185 -3.707 -0.961
H -2.430 0.720 -3.813 0.586
H -4.997 -0.761 -0.914 0.774
H -3.527 -0.087 -0.470 -1.428
H -3.454 -1.763 -1.031 0.470
H -5.176 -1.478 -3.669 0.354
H -3.935 -0.764 -4.694 0.373
H -3.602 -2.137 -3.790 0.333
C 1.588 -0.631 3.301 0.528
O 1.075 -1.653 3.710 -0.632
N 1.952 0.397 4.031 0.423
C 2.451 1.579 3.463 -1.209
C 1.823 0.437 5.482 -1.187
H 1.684 -0.478 2.215 -0.056
H 3.506 1.645 3.728 0.499
H 2.032 2.508 3.851 0.377
H 2.513 1.711 2.383 0.110
H 1.106 1.196 5.796 0.432
H 1.422 -0.452 5.969 0.376
H 2.773 0.588 5.994 0.334
C 1.086 0.546 0.938 -1.521
O 1.148 0.947 2.101 -0.873
N -0.082 0.161 0.339 2.261
C -1.374 0.311 1.009 0.549
C -0.230 -0.111 -1.067 -1.708
H 1.968 0.470 0.283 -0.340
H -1.200 0.813 1.962 0.296
H -1.891 -0.635 1.165 -0.955
H -2.104 0.887 0.440 -0.834
H -0.041 0.751 -1.707 0.435
H 0.547 -0.758 -1.474 -0.482
H -1.220 -0.429 -1.396 0.833
C -3.493 -1.775 4.205 -0.055
O -4.181 -1.662 5.215 -0.668
N -2.251 -1.215 4.152 0.359
C -1.571 -0.741 5.328 -0.789
C -1.438 -1.539 2.922 0.197
H -3.785 -2.329 3.300 0.638
H -2.276 -0.063 5.810 0.428
H -0.662 -0.182 5.104 0.074
H -1.344 -1.549 6.023 0.318
H -0.601 -0.862 2.749 0.383
H -1.005 -2.536 2.851 0.743
H -2.026 -1.387 2.017 -0.855
C -5.095 0.747 2.938 0.039
O -5.455 -0.142 3.731 -0.568
N -4.615 0.426 1.696 0.551
C -4.268 1.395 0.643 -1.462
C -4.465 -0.972 1.338 0.334
H -5.135 1.830 3.136 0.311
H -3.299 1.190 0.189 1.792
H -4.378 2.400 1.051 0.416
H -4.938 1.269 -0.207 0.361
H -4.206 -1.491 2.261 -0.982
H -5.465 -1.235 0.993 0.679
H -3.632 -1.240 0.687 0.031
C 0.364 -2.882 -0.871 -0.702
O -0.780 -3.293 -1.239 -0.415
N 0.696 -2.378 0.384 0.632
C 2.079 -1.912 0.622 -0.341
C -0.039 -2.448 1.639 -0.810
H 1.184 -2.840 -1.605 0.592
H 2.696 -1.673 -0.245 0.102
H 2.737 -2.688 1.014 0.662
H 2.138 -1.085 1.330 0.307
H 0.510 -3.135 2.283 0.463
H -0.154 -1.492 2.151 -1.468
H -1.037 -2.816 1.402 0.735
C -1.593 -2.385 -2.419 0.356
O -2.365 -3.360 -2.361 -0.767
N -1.206 -1.809 -3.571 0.857
C -1.467 -2.209 -4.921 -1.108
C -0.389 -0.603 -3.527 -0.079
H -1.248 -1.815 -1.542 -0.080
H -2.100 -1.434 -5.354 0.368
H -2.012 -3.153 -4.942 0.342
H -0.563 -2.213 -5.529 0.187
H 0.523 -0.758 -4.103 -0.863
H -0.942 0.228 -3.965 0.325
H -0.046 -0.370 -2.519 0.734
```

Output
Kohn-Sham gap	7.150	eV
lowest unoccupied orbital energy	-0.0197	hartree
2S+1	1



Stability summary - winner: *P*; margin: 2826.7 kJ/mol.